Record 1
Below is a 2-piece molecular cluster, C14H26BrNOS overall, with properties calculated with the ωB97M-V functional and the def2-TZVPD basis.

HOMO level (spin up / spin down) ... -0.134 / -0.134 hartree
Kohn-Sham gap (spin up / spin down) ... 6.50 / 6.02 eV

Structure (ORCA input):
```
! RIJCOSX wB97M-V def2-TZVPD def2/J DEFGRID3
* xyz -1 2
C 0.6767 -1.1727 3.3235
C -0.0918 -1.5513 2.3208
C -0.2127 -0.7808 1.0120
C 1.1104 -1.0217 0.2494
S 2.5170 0.0143 0.7269
C 3.2203 0.4899 -0.8876
C 4.6288 -0.0507 -1.1299
C -0.5391 0.6806 1.3733
C -1.1000 1.5459 0.2387
C -1.6122 2.8469 0.8927
C -0.0283 1.9807 -0.7648
N -2.2832 0.8919 -0.3949
O -3.3174 0.9640 0.3679
C -2.0471 -0.5131 -0.8470
C -3.4339 -1.1209 -1.1556
C -1.3012 -0.5901 -2.1825
C -1.4235 -1.3706 0.2665
H 0.9219 -1.8259 4.1470
H 1.1418 -0.1972 3.3324
H -0.6680 -2.4632 2.4323
H 0.9995 -0.9576 -0.8277
H 1.4224 -2.0468 0.4520
H 3.1394 1.5718 -0.9825
H 2.5665 0.0637 -1.6480
H 4.7761 -1.0308 -0.5847
H 5.3444 0.7165 -0.8183
H 4.7753 -0.1840 -2.2014
H 0.2868 1.2032 1.8444
H -1.3436 0.6349 2.1101
H -2.3917 3.2956 0.2807
H -2.0128 2.6675 1.8845
H -0.8091 3.5751 0.9682
H -0.4625 2.4785 -1.6313
H 0.5984 2.7147 -0.2657
H 0.6429 1.1896 -1.0689
H -3.2876 -1.9271 -1.8719
H -4.0424 -0.3744 -1.6607
H -3.9378 -1.4777 -0.2667
H -1.9082 -0.1823 -2.9877
H -1.1624 -1.6464 -2.4092
H -0.3114 -0.1556 -2.1636
H -2.2159 -1.5368 0.9954
H -1.1412 -2.3264 -0.1769
Br 4.3168 -3.0212 -0.2913
*
```

And the Mulliken charges, in e, turn out to be: number 1, C, carries -0.98; number 2, C, carries -0.79; number 3, C, carries 3.24; number 4, C, carries -1.45; number 5, S, carries -0.13; number 6, C, carries -0.19; number 7, C, carries -0.99; number 8, C, carries -2.44; number 9, C, carries 2.27; number 10, C, carries -1.86; number 11, C, carries -1.65; number 12, N, carries 0.51; number 13, O, carries -0.63; number 14, C, carries 2.08; number 15, C, carries -1.87; number 16, C, carries -1.92; number 17, C, carries -3.08; number 18, H, carries 0.26; number 19, H, carries 0.24; number 20, H, carries 0.34; number 21, H, carries 0.26; number 22, H, carries 0.61; number 23, H, carries 0.40; number 24, H, carries 0.16; number 25, H, carries 0.05; number 26, H, carries 0.27; number 27, H, carries 0.38; number 28, H, carries 0.58; number 29, H, carries 0.50; number 30, H, carries 0.45; number 31, H, carries 0.38; number 32, H, carries 0.43; number 33, H, carries 0.35; number 34, H, carries 0.50; number 35, H, carries -0.04; number 36, H, carries 0.46; number 37, H, carries 0.47; number 38, H, carries 0.32; number 39, H, carries 0.39; number 40, H, carries 0.43; number 41, H, carries 0.46; number 42, H, carries 0.70; number 43, H, carries 0.40; number 44, Br, carries -0.88

Record 2
Below is C14H26CoIOP2 as an isolated structure, with properties calculated with the ωB97M-V functional and the def2-TZVPD basis.

HOMO level (spin up / spin down) ... -0.534 / -0.563 hartree
Kohn-Sham gap (spin up / spin down) ... 7.73 / 5.48 eV

Structure (ORCA input):
```
! RIJCOSX wB97M-V def2-TZVPD def2/J DEFGRID3
* xyz 2 5
C -4.1289 1.7045 -1.9739
I -1.9438 1.9996 -1.6588
H -4.4541 0.8078 -1.4380
H -4.2255 1.6251 -3.0527
H -4.5747 2.6232 -1.5923
Co -0.1510 0.6085 -0.4282
P -0.3991 -1.2499 -1.3068
C 0.0345 -1.2057 -3.0760
C 0.3739 -2.7953 -0.7348
H 0.4379 -3.5088 -1.5658
H -2.2894 -2.5188 -2.1245
H -0.2287 -3.2222 0.0726
H -2.4429 -2.1498 -0.3788
H 1.0880 -0.9408 -3.2239
H 1.3818 -2.6194 -0.3549
C -2.1587 -1.7426 -1.3582
H -0.1460 -2.1940 -3.5174
H -2.8096 -0.8829 -1.5943
H -0.5780 -0.4569 -3.5974
P -0.7245 0.7631 1.5724
C -0.5584 2.4710 2.1959
C -2.5169 0.4902 1.7739
H -0.5584 -1.1871 2.9881
H -0.1858 0.3119 3.8904
H 1.0222 -0.4126 2.8139
C -0.0462 -0.2211 2.9422
H -2.7190 -0.5849 1.7738
H -2.8334 0.9262 2.7265
H -0.9174 2.5083 3.2300
H -1.1545 3.1527 1.5799
H -3.0757 0.9590 0.9553
H 0.4788 2.8132 2.1680
C 0.8009 1.8848 -1.1476
O 1.4356 2.7239 -1.6510
C 4.6858 -0.1811 0.6898
C 3.8723 0.5887 1.5361
C 2.4976 0.7607 1.2577
C 1.9204 0.1086 0.1771
C 2.7252 -0.6054 -0.7065
C 4.0971 -0.7671 -0.4303
H 5.7404 -0.3614 0.9352
H 4.2897 1.0228 2.4341
H 1.9215 1.4104 1.9103
H 2.3206 -1.0469 -1.6219
H 4.6963 -1.4094 -1.0892
*
```

And the Mulliken charges, in e, turn out to be: number 1, C, carries -0.97; number 2, I, carries 0.30; number 3, H, carries 0.40; number 4, H, carries 0.38; number 5, H, carries 0.37; number 6, Co, carries -0.29; number 7, P, carries 0.97; number 8, C, carries -1.38; number 9, C, carries -1.36; number 10, H, carries 0.42; number 11, H, carries 0.46; number 12, H, carries 0.44; number 13, H, carries 0.36; number 14, H, carries 0.39; number 15, H, carries 0.50; number 16, C, carries -1.06; number 17, H, carries 0.48; number 18, H, carries 0.18; number 19, H, carries 0.38; number 20, P, carries 1.05; number 21, C, carries -1.44; number 22, C, carries -1.14; number 23, H, carries 0.44; number 24, H, carries 0.42; number 25, H, carries 0.49; number 26, C, carries -1.34; number 27, H, carries 0.36; number 28, H, carries 0.45; number 29, H, carries 0.49; number 30, H, carries 0.40; number 31, H, carries 0.30; number 32, H, carries 0.40; number 33, C, carries 0.45; number 34, O, carries -0.22; number 35, C, carries -0.56; number 36, C, carries -0.90; number 37, C, carries -0.29; number 38, C, carries 1.04; number 39, C, carries -0.27; number 40, C, carries -0.85; number 41, H, carries 0.42; number 42, H, carries 0.43; number 43, H, carries 0.27; number 44, H, carries 0.23; number 45, H, carries 0.40

Record 3
Below is C14H26CrN2Sb as an isolated structure, with properties calculated with the ωB97M-V functional and the def2-TZVPD basis.

HOMO level (spin up / spin down) ... -0.539 / -0.542 hartree
Kohn-Sham gap (spin up / spin down) ... 5.92 / 7.20 eV

Structure (ORCA input):
```
! RIJCOSX wB97M-V def2-TZVPD def2/J DEFGRID3
* xyz 2 4
Cr 1.0696 0.5312 -0.2297
C 2.2440 2.3937 -0.1912
C 2.9160 1.3782 0.5227
C 3.2846 0.3207 -0.3321
C 2.8015 0.6825 -1.6361
C 2.1224 1.9485 -1.5257
H 1.9327 3.2902 0.2831
H 3.1561 1.3142 1.5722
H 3.9075 -0.5411 -0.1522
H 3.0160 0.2246 -2.5014
H 1.7522 2.5210 -2.4515
C -1.0613 2.5709 0.6969
C -2.5525 2.8032 0.8648
N -3.2972 1.6776 0.2606
C -3.2280 0.4158 1.0046
C -1.6846 0.2511 1.3500
N -0.9148 1.1108 0.4259
C -1.3783 0.8185 -0.9273
C -2.7990 1.4866 -1.0988
H -0.4963 2.8929 1.5959
H -0.6056 3.0440 -0.1632
H -2.9388 3.6870 0.4160
H -2.7769 2.9245 1.9394
H -3.6025 -0.4417 0.4788
H -3.9058 0.4442 1.8795
H -1.3283 -0.8137 1.2071
H -1.4040 0.5976 2.3580
H -1.4550 -0.2853 -1.0704
H -0.6551 1.2285 -1.6244
H -3.5260 0.8922 -1.6025
H -2.7504 2.4305 -1.5809
C 1.4358 -3.1713 1.8775
Sb 0.9740 -2.1924 0.1485
C 2.4449 -3.0913 -1.1018
C -0.6731 -3.2739 -0.7816
H 1.4209 -4.2562 1.7465
H 0.8222 -2.8703 2.7434
H 2.4467 -2.8362 2.1014
H 3.2865 -3.1354 -0.4726
H 2.5619 -2.4764 -2.0613
H 2.0712 -4.1080 -1.2638
H -0.2186 -4.2808 -0.8862
H -0.8852 -2.8586 -1.7718
H -1.5292 -3.2483 -0.0462
*
```

And the Mulliken charges, in e, turn out to be: number 1, Cr, carries 0.39; number 2, C, carries -0.59; number 3, C, carries -0.76; number 4, C, carries -0.31; number 5, C, carries -0.21; number 6, C, carries -0.65; number 7, H, carries 0.60; number 8, H, carries 0.48; number 9, H, carries 0.74; number 10, H, carries 0.70; number 11, H, carries 0.51; number 12, C, carries -0.57; number 13, C, carries -0.85; number 14, N, carries -0.06; number 15, C, carries -0.77; number 16, C, carries -0.23; number 17, N, carries 0.38; number 18, C, carries -0.41; number 19, C, carries -0.89; number 20, H, carries 0.31; number 21, H, carries 0.37; number 22, H, carries 0.39; number 23, H, carries 0.30; number 24, H, carries 0.33; number 25, H, carries 0.31; number 26, H, carries -0.20; number 27, H, carries 0.39; number 28, H, carries 0.18; number 29, H, carries 0.69; number 30, H, carries 0.42; number 31, H, carries 0.28; number 32, C, carries -1.23; number 33, Sb, carries 0.75; number 34, C, carries -1.30; number 35, C, carries -1.23; number 36, H, carries 0.39; number 37, H, carries 0.42; number 38, H, carries 0.41; number 39, H, carries 0.44; number 40, H, carries 0.28; number 41, H, carries 0.51; number 42, H, carries 0.50; number 43, H, carries 0.42; number 44, H, carries 0.36

Record 4
Below is one molecule with the formula C14H26INO4, with properties calculated with the ωB97M-V functional and the def2-TZVPD basis.

SMILES ... CCCOC[C@@]1(O)[C@@H](OCCC)NC(=O)[C@H]1C[C@@H](C)I
HOMO level ... -0.349 hartree
Kohn-Sham gap ... 9.99 eV

Structure (ORCA input):
```
! RIJCOSX wB97M-V def2-TZVPD def2/J DEFGRID3
* xyz 0 1
C 3.1346 2.1745 1.2188
C 3.2971 2.0063 -0.2939
C 2.7606 0.6765 -0.7888
O 1.3486 0.7744 -0.8641
C 0.6869 -0.4414 -1.1324
C -0.4230 -0.7249 -0.0583
O -0.4059 0.2229 0.9725
C -1.8006 -0.6900 -0.7317
O -1.9717 0.4455 -1.5137
C -3.1303 1.2185 -1.2244
C -3.2098 2.3763 -2.2250
C -3.0858 3.7496 -1.5615
N -1.7569 -1.9097 -1.5497
C -0.8265 -2.7973 -0.9729
O -0.4248 -3.7926 -1.5000
C -0.3962 -2.2104 0.3644
C 0.8533 -2.8286 0.9655
C 0.9663 -2.9377 2.4887
C 1.2693 -1.6397 3.2259
I -0.7555 -3.8694 3.3698
H 3.5688 1.3146 1.7409
H 3.6436 3.0696 1.5806
H 2.0756 2.2366 1.4819
H 4.3582 2.0685 -0.5595
H 2.7758 2.8173 -0.8080
H 3.0371 -0.1168 -0.0734
H 3.1790 0.4082 -1.7675
H 1.4121 -1.2644 -1.1480
H 0.2338 -0.3995 -2.1267
H 0.4324 0.1545 1.4452
H -2.5743 -0.7389 0.0491
H -3.0547 1.6114 -0.2014
H -4.0275 0.5891 -1.2865
H -4.1693 2.3263 -2.7488
H -2.4161 2.2385 -2.9630
H -3.3563 4.5535 -2.2500
H -2.0679 3.9246 -1.2045
H -3.7550 3.8225 -0.6978
H -2.6514 -2.3356 -1.7530
H -1.2968 -2.3686 0.9730
H 0.9577 -3.8342 0.5466
H 1.7289 -2.2656 0.6139
H 1.7702 -3.6450 2.6969
H 2.2062 -1.2190 2.8424
H 0.4546 -0.9192 3.1355
H 1.4054 -1.8312 4.2927
*
```

And the Mulliken charges, in e, turn out to be: number 1, C, carries -0.99; number 2, C, carries -0.61; number 3, C, carries -0.25; number 4, O, carries -0.27; number 5, C, carries -1.08; number 6, C, carries 1.17; number 7, O, carries -0.70; number 8, C, carries -0.91; number 9, O, carries -0.41; number 10, C, carries -0.29; number 11, C, carries -0.33; number 12, C, carries -1.27; number 13, N, carries -0.19; number 14, C, carries 0.00; number 15, O, carries -0.61; number 16, C, carries 0.34; number 17, C, carries -0.67; number 18, C, carries -0.61; number 19, C, carries -1.22; number 20, I, carries 0.04; number 21, H, carries 0.25; number 22, H, carries 0.38; number 23, H, carries 0.19; number 24, H, carries 0.37; number 25, H, carries 0.27; number 26, H, carries 0.22; number 27, H, carries 0.35; number 28, H, carries 0.49; number 29, H, carries 0.35; number 30, H, carries 0.15; number 31, H, carries 0.58; number 32, H, carries 0.32; number 33, H, carries 0.28; number 34, H, carries 0.31; number 35, H, carries 0.25; number 36, H, carries 0.38; number 37, H, carries 0.30; number 38, H, carries 0.35; number 39, H, carries 0.35; number 40, H, carries 0.44; number 41, H, carries 0.42; number 42, H, carries 0.09; number 43, H, carries 0.64; number 44, H, carries 0.27; number 45, H, carries 0.38; number 46, H, carries 0.47

Record 5
Below is one molecule with the formula C14H26N2O3, with properties calculated with the ωB97M-V functional and the def2-TZVPD basis.

ΔE to the lowest compared entry with this formula, charge and spin ... 0.085 eV
SMILES ... CC[C@@H](C)[C@H](NC(=O)N1CCCCCC1)C(=O)OC
HOMO level ... -0.327 hartree
Kohn-Sham gap ... 9.72 eV

Structure (ORCA input):
```
! RIJCOSX wB97M-V def2-TZVPD def2/J DEFGRID3
* xyz 0 1
C -0.2957 -2.5981 -0.9380
C -1.8131 -2.5121 -0.8354
C -2.3478 -1.3576 0.0234
C -2.0386 -1.5479 1.5068
C -1.8458 0.0229 -0.4687
N -0.5279 0.3563 0.0176
C 0.4151 0.8103 -0.8766
O 0.3055 0.6156 -2.0764
N 1.4957 1.4450 -0.3386
C 1.7251 1.6169 1.0752
C 2.1424 0.3285 1.8056
C 2.9527 -0.6233 0.9226
C 4.0729 0.0525 0.1242
C 3.6119 0.5275 -1.2548
C 2.6250 1.6967 -1.2099
C -2.8161 1.0969 0.0010
O -2.5649 1.8929 0.8720
O -3.9793 1.0416 -0.6440
C -4.9621 1.9938 -0.2558
H -0.0183 -3.4827 -1.5076
H 0.1009 -1.7281 -1.4510
H 0.1624 -2.6718 0.0448
H -2.2000 -3.4448 -0.4163
H -2.2233 -2.4091 -1.8423
H -3.4370 -1.3519 -0.1020
H -2.4461 -0.7249 2.0905
H -0.9664 -1.5913 1.6741
H -2.4813 -2.4750 1.8640
H -1.8118 0.0271 -1.5642
H -0.5518 0.7912 0.9284
H 0.8379 2.0490 1.5515
H 2.5234 2.3570 1.1702
H 2.7306 0.6105 2.6814
H 1.2595 -0.2057 2.1610
H 3.3794 -1.3937 1.5689
H 2.2799 -1.1227 0.2230
H 4.4878 0.8881 0.6917
H 4.8789 -0.6693 -0.0264
H 4.4784 0.8375 -1.8426
H 3.1359 -0.3062 -1.7744
H 3.1271 2.6056 -0.8658
H 2.2306 1.8698 -2.2135
H -5.8207 1.8236 -0.8997
H -4.5781 3.0073 -0.3862
H -5.2332 1.8522 0.7924
*
```

And the Mulliken charges, in e, turn out to be: number 1, C, carries -0.97; number 2, C, carries -0.77; number 3, C, carries 0.07; number 4, C, carries -1.50; number 5, C, carries -0.26; number 6, N, carries 0.25; number 7, C, carries 0.43; number 8, O, carries -0.71; number 9, N, carries 0.04; number 10, C, carries -1.28; number 11, C, carries -0.36; number 12, C, carries -0.26; number 13, C, carries -0.88; number 14, C, carries -0.47; number 15, C, carries -1.05; number 16, C, carries 0.22; number 17, O, carries -0.60; number 18, O, carries -0.31; number 19, C, carries -0.71; number 20, H, carries 0.47; number 21, H, carries 0.13; number 22, H, carries 0.22; number 23, H, carries 0.42; number 24, H, carries 0.36; number 25, H, carries 0.43; number 26, H, carries 0.41; number 27, H, carries 0.20; number 28, H, carries 0.42; number 29, H, carries 0.67; number 30, H, carries 0.35; number 31, H, carries 0.46; number 32, H, carries 0.48; number 33, H, carries 0.46; number 34, H, carries 0.20; number 35, H, carries 0.47; number 36, H, carries -0.12; number 37, H, carries 0.33; number 38, H, carries 0.38; number 39, H, carries 0.42; number 40, H, carries 0.24; number 41, H, carries 0.46; number 42, H, carries 0.39; number 43, H, carries 0.24; number 44, H, carries 0.31; number 45, H, carries 0.31